# 1
Formula: C22H37O2SiTi
Source: OMol25
Level of theory: the ωB97M-V functional and the def2-TZVPD basis

CARTESIAN COORDINATES (ANGSTROEM)
O 0.72233 0.00147 -5.09523
C 1.25398 1.04153 -5.98205
C 1.21608 0.15031 -7.21100
H 2.25652 1.31474 -5.65411
H 0.62383 1.92586 -6.07253
C 0.83836 -0.95459 -6.20462
H 2.17918 0.02674 -7.70494
H 0.44395 0.41605 -7.94173
C 1.98931 -1.91067 -6.01212
H 2.94470 -1.36173 -5.95513
H 2.04205 -2.61837 -6.85056
H 1.87950 -2.47293 -5.08593
C -0.45531 -1.71949 -6.39318
H -1.34333 -1.06277 -6.41311
H -0.60027 -2.44381 -5.57031
H -0.41264 -2.29771 -7.33210
Ti 0.15878 -0.17095 -1.41726
C -1.03992 -0.61522 0.50682
C -1.10793 0.82769 0.34190
C -1.77656 1.08150 -0.90934
H -1.00754 1.54750 1.15111
C -2.16437 -0.16671 -1.46390
C -1.75286 -1.20735 -0.57864
H -2.07822 -2.24614 -0.64793
H -0.68652 -1.12548 1.39252
H -2.05421 2.07177 -1.27003
H -2.77456 -0.31049 -2.35508
C 1.48933 -1.96443 -0.64891
C 0.52724 -2.43154 -1.62299
C 0.77207 -1.75248 -2.84278
H -0.14868 -3.27242 -1.50492
C 1.91775 -0.87826 -2.64710
C 2.36106 -1.04406 -1.30116
H 3.25149 -0.57706 -0.86069
H 1.62641 -2.41193 0.32636
H 0.32999 -2.00436 -3.80235
H 2.36164 -0.23702 -3.39642
O -0.49268 1.76849 -3.36446
C -1.62322 1.50418 -4.23400
C -2.08970 2.84207 -4.76256
H -2.39805 0.99208 -3.65440
H -1.24508 0.83310 -5.01629
C -0.95844 3.83907 -4.46656
H -2.98774 3.13504 -4.20841
H -2.34702 2.78068 -5.81916
C 0.07865 3.05344 -3.64502
H -1.30616 4.69520 -3.90022
H -0.52474 4.19014 -5.41333
H 0.32862 3.49748 -2.67231
H 1.03021 2.91849 -4.18817
C 1.84147 0.93631 1.84967
Si 1.30273 1.80874 0.27814
C 0.60791 3.50218 0.70705
C 2.88558 2.21879 -0.69867
H 0.98831 0.57996 2.43669
H 2.41825 1.63627 2.47159
H 2.46914 0.06632 1.63818
H 1.42766 4.21534 0.87435
H -0.01226 3.89545 -0.10379
H -0.01750 3.48164 1.60905
H 3.15678 3.26284 -0.47906
H 3.70831 1.56446 -0.38987
H 2.74915 2.11189 -1.78099

Force components x, y, z for each atom (eV/Å):
0.5 0.4 -1.7
-0.1 -0.1 0.4
-0.3 0.0 0.0
0.0 0.2 0.0
-0.1 0.0 0.4
-0.1 -0.5 -0.2
-0.1 -0.1 -0.1
0.1 -0.1 0.2
0.6 -0.1 0.2
-0.3 -0.2 0.0
0.0 0.2 0.1
0.0 -0.1 -0.1
-0.5 -0.2 -0.1
0.4 -0.2 -0.1
0.1 0.3 -0.3
-0.1 0.2 0.3
-1.2 1.7 2.0
-1.1 1.0 -0.3
-0.6 -0.9 -0.5
-0.2 -0.5 1.0
0.2 -0.2 -0.3
-0.4 -0.3 0.3
-0.2 0.6 0.0
0.5 0.4 -0.1
0.1 0.1 -0.2
0.4 -0.4 -0.1
0.3 -0.1 0.4
-0.1 -0.5 -1.3
1.4 0.1 -0.1
1.3 -0.4 -0.3
0.0 0.5 0.1
-0.4 -1.0 0.5
-0.1 0.0 -0.1
-0.7 -0.2 -0.2
-0.1 0.4 0.1
-0.1 0.4 0.6
-0.1 -0.1 0.2
-0.4 0.0 0.1
0.9 -0.4 0.1
-0.5 0.3 0.5
0.3 0.2 -0.2
-0.4 0.2 0.2
0.5 -0.2 -0.4
0.0 0.1 -0.2
0.0 0.1 0.0
0.2 -0.4 0.1
-0.1 0.2 -0.1
0.0 0.1 0.4
-0.2 0.1 -0.2
-0.3 0.1 0.2
0.1 0.2 0.5
0.5 -1.4 -1.8
-0.3 0.3 0.3
0.2 0.5 0.2
0.1 0.1 0.0
-0.1 -0.2 0.0
0.0 0.1 -0.1
-0.2 -0.2 0.0
0.0 0.0 0.0
0.1 0.1 -0.1
0.3 -0.2 -0.2
0.0 0.2 -0.1
0.0 0.0 0.2

## Properties
HOMO-LUMO gap (alpha / beta) = 0.24460 / 0.23647 hartree
relative energy (zero: lowest compared OMol25 entry of this formula, charge and spin) = 29.9 kcal/mol
spin multiplicity = 2
<S²> = 0.763

# 2
Formula: C22H38BF15InN3O11P
Source: OMol25
Level of theory: the ωB97M-V functional and the def2-TZVPD basis

CARTESIAN COORDINATES (ANGSTROEM)
C 1.48147 0.41250 -2.52391
P 1.02258 1.95253 -1.56638
C 2.03136 3.22434 -2.47766
In -1.35878 2.41949 -2.35102
N -2.41502 3.55752 -0.86243
N -1.25893 3.62433 -4.11117
B -2.44679 0.38626 -2.59813
N -3.01966 -0.12345 -3.87513
O -2.56274 -0.49885 -1.54631
H 0.60711 -0.07635 -2.95434
H 1.95724 -0.30218 -1.85795
H 2.16404 0.65095 -3.33791
H 3.04140 2.85264 -2.64041
H 1.58570 3.51390 -3.42807
H 2.07886 4.12113 -1.86164
H -3.40397 3.37861 -1.02457
H -2.30230 4.54986 -1.06081
H -0.99646 3.13982 -4.96135
H -2.09110 4.16928 -4.30284
H -3.41278 0.70389 -4.32441
H -2.25137 -0.35489 -4.50872
H -2.75628 0.01560 -0.74901
C -1.91184 -2.32456 1.21746
C -3.11635 -3.13831 0.82102
O -3.11676 -4.46107 1.43808
C -3.60112 -4.53509 2.65746
O -4.04807 -3.66501 3.34931
C -3.59478 -6.01489 3.12541
F -2.44114 -6.62934 2.82381
F -4.59255 -6.68077 2.51956
F -3.77739 -6.08550 4.44207
H -0.98954 -2.84660 0.96148
H -1.93542 -1.38725 0.67195
H -1.90131 -2.10742 2.28594
H -3.11836 -3.33310 -0.24777
H -4.04717 -2.63841 1.08345
C 3.46619 -4.72134 2.33213
C 2.42929 -5.48784 1.54230
O 1.87520 -4.66918 0.48704
C 2.56780 -4.60550 -0.63399
O 3.59775 -5.16254 -0.89651
C 1.84277 -3.66734 -1.63441
F 1.41417 -2.57239 -1.01186
F 0.79610 -4.31450 -2.16900
F 2.68132 -3.32755 -2.61295
H 3.03988 -3.79788 2.72328
H 3.81246 -5.32777 3.16854
H 4.32496 -4.46802 1.71179
H 1.57355 -5.75000 2.15625
H 2.84121 -6.39686 1.10727
C -7.05911 -0.93188 -2.15292
C -7.09800 -1.29983 -0.68667
O -6.18304 -0.47963 0.06958
C -6.61813 0.70992 0.45288
O -7.70737 1.18361 0.29718
C -5.46028 1.44785 1.17545
F -4.33579 1.25176 0.49033
F -5.31740 0.93714 2.41301
F -5.72308 2.74321 1.26999
H -6.04031 -1.00139 -2.53547
H -7.69440 -1.61258 -2.71968
H -7.41761 0.08511 -2.30748
H -6.74786 -2.31656 -0.52355
H -8.09759 -1.20152 -0.26557
C 3.30619 7.72045 3.66995
C 3.44783 6.27558 3.24448
O 2.21418 5.76485 2.70751
C 1.97764 6.04295 1.42890
O 2.67143 6.68364 0.69228
C 0.65977 5.35850 0.98189
F -0.29556 5.54575 1.90527
F 0.89699 4.05964 0.83696
F 0.25831 5.88364 -0.17119
H 2.48830 7.82765 4.38261
H 4.22828 8.05975 4.14220
H 3.10250 8.35837 2.81127
H 3.66291 5.63037 4.09346
H 4.23725 6.15182 2.50479
C 6.50823 -2.06909 -1.54562
C 5.27568 -1.99440 -0.67521
O 5.45203 -1.06002 0.41580
C 5.23192 0.21267 0.10666
O 4.94056 0.66682 -0.95767
C 5.35950 1.08227 1.38356
F 6.44386 0.72901 2.09788
F 4.27873 0.91405 2.15397
F 5.46928 2.36479 1.05735
H 7.38276 -2.32846 -0.94800
H 6.36714 -2.83270 -2.30980
H 6.69370 -1.11599 -2.03888
H 5.07647 -2.94696 -0.19206
H 4.39964 -1.70102 -1.25041

Force components x, y, z for each atom (eV/Å):
-0.2 0.1 -0.1
0.1 0.0 0.3
-0.3 0.0 0.0
-0.2 0.1 0.1
0.1 0.0 -0.3
0.2 0.0 0.2
-0.2 0.2 -0.2
0.3 0.2 -0.2
-0.7 -0.1 0.4
-0.1 -0.1 0.0
0.2 0.0 0.0
0.1 0.0 -0.1
0.1 0.0 0.1
0.0 0.0 -0.1
0.1 0.1 0.0
0.0 0.1 0.1
0.0 0.0 0.1
-0.1 0.0 -0.1
0.0 -0.1 -0.1
0.1 0.0 -0.1
-0.1 -0.2 0.0
0.7 -0.1 -0.1
0.1 -0.2 0.3
-0.1 0.2 -0.2
0.0 0.1 0.0
-0.1 -0.1 0.2
0.1 -0.1 -0.2
0.1 0.2 -0.1
-0.1 0.0 0.1
0.1 0.0 0.1
0.0 -0.1 -0.1
0.0 0.0 -0.1
0.1 0.0 -0.1
-0.1 0.0 0.0
0.0 -0.1 0.0
0.0 0.0 0.1
0.0 0.1 -0.1
0.1 -0.1 0.1
0.0 -0.1 0.0
0.1 0.1 -0.2
-0.2 0.1 0.1
0.2 -0.2 0.2
0.0 -0.1 -0.2
0.1 0.2 0.0
-0.2 0.1 0.1
0.0 0.0 0.0
0.0 0.0 0.0
0.0 0.0 0.0
-0.1 0.0 0.0
0.0 0.0 -0.1
0.1 0.1 0.0
-0.1 -0.1 -0.1
-0.1 0.0 0.1
0.0 0.1 0.0
0.1 -0.2 0.0
-0.5 -0.4 -0.2
0.2 0.3 0.3
0.1 0.2 -0.1
0.2 -0.1 0.0
0.0 0.0 0.0
0.0 0.0 0.0
0.0 0.0 0.0
0.1 0.0 0.0
0.0 0.1 0.0
-0.1 0.0 0.0
0.2 0.0 0.1
0.0 0.0 -0.1
0.0 0.0 -0.1
-0.1 0.0 0.2
0.3 0.3 0.1
0.0 -0.1 -0.2
-0.3 0.1 0.0
-0.1 -0.2 0.1
0.0 0.0 0.0
0.0 0.0 0.0
0.0 0.0 0.0
0.0 0.0 0.0
0.0 0.0 -0.1
0.1 0.1 0.1
-0.1 -0.1 -0.1
-0.1 0.0 -0.1
-0.1 0.2 0.1
0.1 -0.1 0.1
0.0 -0.2 -0.3
-0.1 0.1 0.0
0.1 0.1 0.0
0.0 -0.1 0.1
0.0 0.0 0.0
0.0 0.0 0.0
0.0 0.0 0.0
0.0 0.0 0.1
0.0 0.1 0.0

## Properties
HOMO-LUMO gap = 0.20090 hartree
charge = -1

# 3
Formula: C22H38Br12O12S2
Source: OMol25
Level of theory: the ωB97M-V functional and the def2-TZVPD basis

CARTESIAN COORDINATES (ANGSTROEM)
O -5.12556 -4.02556 -3.65910
C -5.54728 -2.90180 -3.38764
O -6.02879 -2.05208 -4.29333
C -6.56084 -0.86575 -3.74655
C -6.64796 -1.20156 -2.26552
C -5.84210 -2.40798 -1.97552
H -7.56207 -0.75661 -4.16117
H -5.92533 0.00825 -3.88934
H -7.71986 -1.37234 -2.15312
H -6.43213 -0.36390 -1.60278
H -6.24386 -3.16822 -1.30793
H -4.90043 -2.03896 -1.56715
O -5.10195 -0.62200 0.49298
C -5.63421 -0.32567 1.52756
O -5.87625 0.95481 1.87345
C -6.46222 1.00503 3.17089
C -6.85938 -0.46294 3.50659
C -6.09999 -1.31817 2.53022
H -7.32835 1.66545 3.20663
H -5.75988 1.40929 3.90014
H -7.94201 -0.58124 3.50181
H -6.44041 -0.67849 4.48975
H -6.63060 -2.11714 2.01406
H -5.11646 -1.68641 2.82533
O 4.83997 2.52119 0.21738
C 4.44501 2.33867 1.36492
O 4.90511 1.35531 2.14244
C 4.12379 1.17653 3.26556
C 3.07588 2.31384 3.26556
C 3.37589 3.11613 2.10405
H 4.82021 1.28997 4.09671
H 3.71536 0.16765 3.20773
H 3.15487 2.78092 4.24632
H 2.10524 1.86976 3.04483
H 3.69994 4.14123 2.28479
H 2.47985 3.21137 1.49070
O -1.19172 -0.86818 1.79834
S -0.87086 0.07548 0.74255
O -0.96936 1.49797 0.93579
O 0.58024 -0.42506 0.11447
C 1.60478 0.55444 -0.09727
C 2.63333 -0.12892 -1.02072
C -1.83425 -0.47840 -0.68676
H 1.94159 0.68795 0.93134
H 1.11259 1.43681 -0.50486
H 3.37266 0.61218 -1.32855
H 2.26156 -0.47595 -1.98531
H 3.21998 -0.95648 -0.62251
H -2.87626 -0.58337 -0.38637
H -1.50831 -1.44568 -1.06755
H -1.43654 0.30560 -1.33210
O 9.10727 1.15213 -0.84774
S 8.23128 0.33502 -1.69080
O 8.02230 0.60897 -3.11836
O 8.47747 -1.26004 -1.48670
C 9.83746 -1.83184 -1.74301
C 10.90570 -1.26786 -0.80132
C 6.65147 0.60855 -0.93796
H 10.12920 -1.65339 -2.77734
H 9.77643 -2.90202 -1.55017
H 11.62312 -1.95900 -0.35854
H 10.46986 -0.71193 0.02822
H 11.54597 -0.56201 -1.33112
H 6.53401 1.68929 -1.00365
H 6.77608 0.40250 0.12450
H 5.83010 0.11828 -1.45803
C -1.61750 -5.62045 -1.93787
Br -1.22743 -3.79293 -2.73916
Br -0.39680 -6.11275 -0.41630
Br -1.89161 -6.94180 -3.37375
H -2.54479 -5.53377 -1.37557
C -1.34495 -1.30509 5.15439
Br -1.06732 -3.16669 4.51716
Br -0.78947 -1.04595 7.06868
Br -3.22400 -0.71545 4.91117
H -0.82682 -0.66469 4.44316
C 0.87140 4.30884 -3.48398
Br -0.91169 4.54698 -2.61102
Br 0.89898 5.04044 -5.33325
Br 1.38238 2.33811 -3.30014
H 1.47712 4.98040 -2.87913
C -4.86119 3.61674 -0.94718
Br -3.18181 3.13203 -0.05710
Br -4.61710 3.42319 -2.91088
Br -5.34551 5.49507 -0.51558
H -5.69217 3.06419 -0.51333

Force components x, y, z for each atom (eV/Å):
-0.4 2.5 0.1
-0.3 -3.5 0.7
0.9 -0.3 -1.5
0.2 -0.1 1.0
-2.6 1.5 1.0
1.5 0.5 -0.8
0.3 0.4 -0.2
0.1 -0.1 -0.6
-0.1 -0.4 0.6
0.2 0.0 -0.2
0.0 0.0 -0.3
0.2 -0.4 0.2
0.3 0.4 -0.3
-0.1 0.0 -1.5
0.1 0.0 0.0
-0.5 -0.6 0.6
0.6 0.3 1.3
0.2 0.5 -0.8
0.0 0.0 -0.5
0.3 -0.1 -0.2
0.2 -0.2 0.0
-0.7 0.0 0.3
0.0 0.1 0.2
-0.3 -0.4 0.8
-0.7 -0.2 2.3
0.5 0.8 -2.6
1.0 0.1 -2.1
-0.1 0.1 1.4
-0.5 -2.1 1.9
0.3 1.6 -1.9
-0.3 -0.4 0.3
-0.1 0.1 0.4
-0.6 0.2 -0.2
-0.2 0.0 0.9
0.3 -0.1 0.0
0.3 0.1 -0.4
0.7 1.4 0.0
-0.5 -3.7 -0.8
0.8 -0.6 0.0
-2.1 0.4 0.8
0.2 -1.3 0.0
0.6 1.1 -0.4
1.1 0.7 0.7
0.8 0.8 -0.3
0.6 0.2 -0.1
0.1 0.2 0.3
-0.7 0.0 0.2
-0.4 0.0 0.6
-0.1 0.9 -0.3
0.4 0.1 0.5
-1.3 0.0 -0.9
-0.2 -1.4 -1.6
-1.0 1.3 -0.6
1.3 -0.5 1.9
0.9 0.5 -0.1
0.2 0.4 0.7
0.5 0.9 0.1
0.5 -0.2 0.2
-0.4 0.0 0.0
-0.7 0.1 -0.2
-0.4 -0.6 -0.2
-0.1 -0.1 -0.1
-0.2 0.2 0.0
0.1 -0.1 -0.2
-0.4 -0.3 -0.1
0.2 -0.2 0.2
0.1 0.5 0.2
-0.2 -1.6 0.7
-0.5 0.3 -1.4
0.5 0.8 1.1
0.0 0.2 -0.6
-0.6 -0.5 0.2
-0.2 1.2 0.6
-0.3 -0.2 -1.7
0.8 -0.4 0.3
0.3 -0.1 0.5
-1.1 -0.3 0.0
0.9 -0.2 -0.7
0.0 -0.8 1.3
-0.2 2.0 -0.4
0.4 -0.7 -0.2
0.7 1.1 -0.1
-1.0 0.1 -0.3
-0.5 -0.1 1.2
0.2 -0.7 -0.3
0.3 -0.4 -0.5

## Properties
HOMO-LUMO gap = 0.34290 hartree
relative energy (zero: lowest compared OMol25 entry of this formula, charge and spin) = 10.5 kcal/mol